Model w:
The following is a quantum chemistry calculation of the molecule CH3ClN2O2, from the Open Molecules 2025 dataset.

Each line ends with the Löwdin charge.
Element x y z (Å)
C -1.40959 0.06094 -0.07625  -0.12
O -0.27128 0.80838 -0.08575  -0.08
N 0.85917 0.06639 0.07352  -0.44
O 0.70291 -1.13892 0.20837  -0.01
N 1.92346 0.75249 0.00310  -0.35
Cl 3.33363 -0.18001 -0.03028  0.62
H -2.23027 0.87448 -0.09276  0.13
H -1.35658 -0.66601 -0.95254  0.11
H -1.55144 -0.57775 0.95259  0.14

* SMILES: CO/[N+]([O-])=N/Cl
* orbital gap: 10.5 eV
* net charge: 0
* LUMO energy: 0.503 eV


Model x:
The following is a quantum chemistry calculation of CH3ClN2O2 as an isolated structure, from the Open Molecules 2025 dataset.

Each line ends with the Löwdin charge.
Element x y z (Å)
C 0.14921 1.09853 0.16316  -0.27
N 2.28611 -0.36602 0.34823  -0.23
N 2.64243 0.66995 -0.08922  -0.35
O 1.27231 1.65284 0.53301  -0.06
O 3.47032 1.13491 -0.78307  0.12
Cl 3.52325 -1.77477 0.12000  0.48
H 0.51926 0.40971 -0.65138  0.09
H -0.76308 0.52374 0.67038  0.13
H -0.35815 1.84563 -0.43444  0.08

* orbital gap (alpha / beta): 8.3 / 8.3 eV
* net charge: 0
* LUMO energy (alpha / beta): -2.274 / -2.274 eV


Model y:
The following is a quantum chemistry calculation of a 2-piece molecular cluster, CH3ClN2O2 overall, from the Open Molecules 2025 dataset.

Each line ends with the Löwdin charge.
Element x y z (Å)
H -0.28126 -2.02964 -1.27571  0.02
N 0.06587 -1.30090 -1.82752  0.13
N -0.30860 -0.12387 -1.35235  -0.26
O 0.15422 0.98780 -1.68708  -0.06
H -0.84240 -0.03782 -0.46893  0.10
O -0.83749 0.10145 1.39632  -0.02
C 0.15584 0.67690 1.73056  -0.65
Cl 1.75118 0.10993 1.28399  0.66
H 0.14263 1.61615 2.20072  0.08

* SMILES: [H]/N=[NH+]/[O-].O=CCl
* orbital gap: 9.9 eV
* net charge: 0
* LUMO energy: -0.165 eV


Energy ordering: model y at the bottom, the next structure 2.089 eV above.